{"formula": "C5H10N2O", "method": "the ωB97M-V functional and the def2-TZVPD basis", "elements": ["C", "C", "C", "C", "C", "O", "N", "N", "H", "H", "H", "H", "H", "H", "H", "H", "H", "H"], "xyz": [[-0.26, 0.53, 0.44], [-2.15, -0.91, -0.49], [0.10, 1.02, 1.82], [0.74, -0.26, -0.23], [1.24, -1.47, -0.33], [-1.33, -0.68, 0.62], [1.72, 1.02, -0.76], [1.84, 1.12, -1.97], [-0.73, 1.28, -0.21], [2.55, 1.85, -2.20], [-2.94, -0.15, -0.55], [-1.61, -0.90, -1.44], [-2.62, -1.89, -0.38], [0.88, 1.78, 1.75], [-0.78, 1.43, 2.30], [0.47, 0.19, 2.43], [0.71, -2.32, 0.07], [2.15, -1.64, -0.88]], "mol_weight_da": 114.15, "e_lumo_ha": 0.0370, "total_energy_ev": -10370.824, "gap_ha": 0.351}